(1)
This record from OMol25 describes the ion C7H6N3 with charge +1 in a non-equilibrium geometry. The level of theory is wB97M-V/def2-TZVPD.

```
16
Properties=species:S:1:pos:R:3:lowdin_charge:R:1
N -2.90488 -0.30285 -0.01086 0.2276
C -1.40219 -0.54129 -0.01398 -0.2541
C -0.73748 -1.74536 0.07534 0.0723
C 0.52262 -1.71492 0.01014 0.1216
C 1.51511 -0.81759 0.00407 -0.1327
N 2.91672 -0.54994 -0.02443 0.0970
N 3.07069 0.78697 0.03321 0.0644
C 1.94474 1.41888 -0.00289 -0.0596
C 0.87960 0.45502 -0.05614 -0.1068
C -0.57788 0.56929 -0.04551 0.0363
H -3.11445 0.18169 0.90219 0.1937
H -3.66454 -1.03312 -0.19466 0.2154
H -3.14208 0.41233 -0.67166 0.1470
H 3.63580 -1.18582 -0.08118 0.1332
H 2.00312 2.44915 0.07870 0.1049
H -0.94491 1.61754 -0.00234 0.1399
```

Computed properties:
total charge = +1
DFT total energy = -11814.989 eV
SMILES = [NH3+]c1c#cc2[nH]ncc2c1
ΔE to the lowest compared entry with this formula, charge and spin = 2.4141 eV
Kohn-Sham gap = 8.613 eV
max |F| = 5.949 eV/A
lowest unoccupied orbital energy = -4.3 eV

---

(2)
This record from OMol25 describes the molecule C2H2INO in a non-equilibrium geometry. The level of theory is wB97M-V/def2-TZVPD.

```
7
Properties=species:S:1:pos:R:3:lowdin_charge:R:1
H -1.90944 -1.26756 -0.25953 0.0693
N -1.09173 -0.73695 -0.50263 0.1326
C -0.40625 -0.06756 0.26100 -0.3676
C 0.70340 0.73688 -0.24751 -0.7604
O 0.73069 1.95185 -0.56456 0.0003
I 2.46496 -0.48412 -0.01714 0.8133
H -0.49162 -0.13254 1.33036 0.1126
```

Computed properties:
total charge = 0
DFT total energy = -13743.051 eV
SMILES = [H]/N=C/C(=O)I
ΔE to the lowest compared entry with this formula, charge and spin = 0.5284 eV
Kohn-Sham gap = 9.885 eV
max |F| = 5.846 eV/A
lowest unoccupied orbital energy = -0.2 eV

---

What did the first record say?
This record from OMol25 describes the ion C7H6N3 with charge +1 in a non-equilibrium geometry. The level of theory is wB97M-V/def2-TZVPD.

```
16
Properties=species:S:1:pos:R:3:lowdin_charge:R:1
N -2.90488 -0.30285 -0.01086 0.2276
C -1.40219 -0.54129 -0.01398 -0.2541
C -0.73748 -1.74536 0.07534 0.0723
C 0.52262 -1.71492 0.01014 0.1216
C 1.51511 -0.81759 0.00407 -0.1327
N 2.91672 -0.54994 -0.02443 0.0970
N 3.07069 0.78697 0.03321 0.0644
C 1.94474 1.41888 -0.00289 -0.0596
C 0.87960 0.45502 -0.05614 -0.1068
C -0.57788 0.56929 -0.04551 0.0363
H -3.11445 0.18169 0.90219 0.1937
H -3.66454 -1.03312 -0.19466 0.2154
H -3.14208 0.41233 -0.67166 0.1470
H 3.63580 -1.18582 -0.08118 0.1332
H 2.00312 2.44915 0.07870 0.1049
H -0.94491 1.61754 -0.00234 0.1399
```

Computed properties:
total charge = +1
DFT total energy = -11814.989 eV
SMILES = [NH3+]c1c#cc2[nH]ncc2c1
ΔE to the lowest compared entry with this formula, charge and spin = 2.4141 eV
Kohn-Sham gap = 8.613 eV
max |F| = 5.949 eV/A
lowest unoccupied orbital energy = -4.3 eV